1.
# C3H9N3OS

An isolated molecule of C3H9N3OS at a distorted geometry (ωB97M-V with the def2-TZVPD basis set, the Open Molecules 2025 dataset).

```
17
Properties=species:S:1:pos:R:3:nbo_charge:R:1
C -1.4849 0.8508 -0.8224 -0.22
C -0.9881 0.1440 0.4550 -0.26
C 1.2804 -0.5522 1.1621 0.30
H -0.9898 2.5016 -1.9098 0.37
H 0.2705 1.8333 -0.9793 0.36
H -1.4412 0.1146 -1.6564 0.15
H -2.5476 1.1839 -0.7914 0.20
H -0.9594 0.9948 1.2432 0.27
H -1.6919 -0.6723 0.6510 0.21
H 0.5389 -1.2462 -1.4851 0.48
H 1.8099 -2.3438 0.4241 0.41
H 2.7752 -1.7482 1.7830 0.42
N -0.6984 2.0290 -1.0717 -0.85
N 0.3290 -0.4643 0.2025 -0.18
N 2.1361 -1.5955 1.0283 -0.80
O 0.1958 -1.6007 -0.6698 -0.57
S 1.4655 0.5714 2.4368 -0.29
```

Calculated total energy ... -20608.48945 eV
Relative energy (zero: lowest compared OMol25 entry of this formula, charge and spin) ... 1.633 eV
Structure (SMILES) ... NCCN(O)C(N)=S

=====

2.
# C10H29NO5

A cluster of 5 separate species, C10H29NO5 in total at a distorted geometry (ωB97M-V with the def2-TZVPD basis set, the Open Molecules 2025 dataset).

```
45
Properties=species:S:1:pos:R:3:nbo_charge:R:1
O -8.2648 10.3041 0.3490 -0.98
H -7.6122 10.7119 0.9416 0.48
H -9.1249 10.2660 0.7965 0.50
O -13.0014 10.8820 3.3001 -0.97
H -13.6150 10.2392 3.7091 0.46
H -12.2528 10.8813 3.8945 0.49
O -10.3563 9.5530 1.9704 -1.02
H -11.2945 9.6548 1.8138 0.51
H -10.0088 8.7043 1.5853 0.52
C -8.0982 6.7252 2.7256 -0.62
C -8.8839 6.0724 1.6198 0.13
C -10.2670 5.6151 2.3196 -0.40
C -11.2677 5.0493 1.3144 -0.40
C -11.5066 6.0814 0.2081 -0.41
C -10.1991 6.6279 -0.4227 0.15
N -9.2474 7.0495 0.6442 -0.23
O -8.0585 7.4015 -0.1532 -0.65
C -9.5731 5.6748 -1.4074 -0.66
C -10.5881 7.9678 -1.1517 -0.61
C -8.1064 4.7927 1.1738 -0.64
H -7.8766 5.9515 3.5071 0.21
H -8.4715 7.5515 3.2607 0.21
H -7.1662 7.0440 2.2742 0.22
H -9.9805 4.8720 3.0832 0.21
H -10.6227 6.4707 2.9161 0.20
H -12.2514 4.8067 1.6879 0.22
H -10.7819 4.2092 0.8729 0.19
H -12.1137 6.8699 0.6495 0.20
H -12.0239 5.6726 -0.6239 0.21
H -10.2915 5.5441 -2.1796 0.21
H -8.6444 6.1425 -1.8010 0.25
H -9.4440 4.6386 -1.0199 0.21
H -11.5469 7.7613 -1.6540 0.20
H -10.8059 8.8511 -0.5331 0.21
H -9.8502 8.2000 -1.9149 0.22
H -8.8238 4.0568 0.9726 0.20
H -7.3731 4.4830 1.9361 0.22
H -7.6272 5.0526 0.2288 0.23
H -7.9626 8.4016 -0.0338 0.51
C -9.6324 10.6412 5.3530 -0.25
O -10.5703 10.9780 4.3080 -0.79
H -10.0634 11.1949 6.2031 0.19
H -9.7889 9.5998 5.6312 0.17
H -8.5815 10.9621 5.1684 0.18
H -10.3146 10.5727 3.4089 0.51
```

Calculated total energy ... -22566.56127 eV
Relative energy (zero: lowest compared OMol25 entry of this formula, charge and spin) ... 0.383 eV
Structure (SMILES) ... CC1(C)CCCC(C)(C)N1O.CO.O.O.O

=====

3.
# C20H15ClCoN4

A structure of composition C20H15ClCoN4 at a distorted geometry (ωB97M-V with the def2-TZVPD basis set, the Open Molecules 2025 dataset).

```
41
Properties=species:S:1:pos:R:3:nbo_charge:R:1
Co -0.0062 0.3636 -0.2510 1.23
C 4.2284 -0.1284 -0.6787 -0.22
C 4.6163 -0.1340 0.6505 -0.10
C 3.6446 -0.1241 1.6451 -0.20
C 2.3183 -0.0940 1.2781 0.14
N 1.9413 -0.0572 -0.0207 -0.52
C 2.8767 -0.0854 -0.9739 0.07
C 1.1756 -0.1515 2.2213 0.27
C 1.2142 -0.3885 3.5830 -0.21
C 0.0071 -0.4936 4.2646 -0.10
C -1.2037 -0.3876 3.5897 -0.19
C -1.1723 -0.1494 2.2278 0.19
N 0.0000 -0.0182 1.6060 -0.48
C -2.3202 -0.0909 1.2911 0.16
C -3.6445 -0.1055 1.6659 -0.19
C -4.6218 -0.1192 0.6769 -0.10
C -4.2412 -0.1333 -0.6545 -0.22
C -2.8910 -0.1025 -0.9576 0.07
N -1.9500 -0.0696 -0.0099 -0.52
H 4.9541 -0.1487 -1.4788 0.26
H 5.6647 -0.1546 0.9164 0.26
H 3.9246 -0.1475 2.6886 0.25
H 2.5311 -0.0836 -2.0002 0.23
H 2.1514 -0.5043 4.1078 0.25
H 0.0101 -0.6817 5.3300 0.26
H -2.1383 -0.5049 4.1186 0.25
H -3.9187 -0.1122 2.7113 0.25
H -5.6689 -0.1272 0.9487 0.26
H -4.9716 -0.1583 -1.4503 0.26
H -2.5509 -0.1126 -1.9858 0.23
Cl -2.8052 5.1777 -0.3643 0.10
C -1.2710 4.4156 -0.3581 -0.06
C -0.1005 5.1493 -0.2486 -0.13
C 1.1062 4.4700 -0.2670 -0.21
C 1.1056 3.0940 -0.3769 0.04
N -0.0294 2.3825 -0.4649 -0.55
C -1.1975 3.0403 -0.4643 0.02
H -0.1393 6.2262 -0.1514 0.26
H 2.0427 5.0050 -0.1987 0.26
H 2.0337 2.5403 -0.4012 0.21
H -2.1042 2.4587 -0.5548 0.22
```

Multiplicity ... 2
Calculated total energy ... -77080.45334 eV
Total charge ... +2

=====

4.
# C48H58BaBrN10OP3

A structure of composition C48H58BaBrN10OP3 at a distorted geometry (ωB97M-V with the def2-TZVPD basis set, the Open Molecules 2025 dataset).

```
122
Properties=species:S:1:pos:R:3:mulliken_charge:R:1
Ba -0.6589 0.2890 0.2898 0.91
C -1.8638 -3.8709 5.8302 -0.59
C -1.3917 -3.8253 4.5271 -0.57
C -0.8222 -2.6549 4.0478 -0.03
C -0.7404 -1.5317 4.8642 0.04
C -1.2196 -1.5736 6.1681 -0.26
C -1.7744 -2.7467 6.6474 -0.67
N -0.1821 -0.3521 4.2678 0.68
N -0.2560 0.6652 4.9364 -0.72
C 0.2099 1.8725 4.3042 -0.06
C 0.6092 2.8706 5.1749 -0.64
C 0.8641 4.1348 4.6682 -0.52
C 0.6588 4.3644 3.3200 -0.81
C 0.2476 3.3062 2.5254 -0.45
N 0.0613 2.0640 2.9872 0.63
H -2.3058 -4.7833 6.2119 0.42
H -1.4733 -4.6944 3.8870 0.45
H -0.4762 -2.5980 3.0222 0.27
H -1.1523 -0.6916 6.7907 0.46
H -2.1442 -2.7887 7.6637 0.41
H 0.6890 2.6503 6.2332 0.54
H 1.1649 4.9393 5.3284 0.45
H 0.7880 5.3501 2.8892 0.51
H 0.0444 3.4561 1.4671 0.32
C -2.6748 -2.2252 -1.7540 -1.87
C -2.1050 -0.9210 -2.3433 -0.74
P -0.3105 -0.8966 -2.8792 0.63
C -0.4050 -1.5907 -4.5713 0.41
C -1.5807 -1.9354 -5.2292 -0.30
C -1.5369 -2.4755 -6.5128 -0.87
C -0.3216 -2.6692 -7.1479 -0.48
C 0.8587 -2.3141 -6.5020 -0.70
C 0.8153 -1.7741 -5.2276 -0.40
C 0.5227 -2.3159 -2.0317 -0.21
C 1.5314 -2.0215 -1.1114 0.67
C 2.3015 -3.0273 -0.5334 -0.66
C 2.0822 -4.3520 -0.8841 -0.79
C 1.0988 -4.6594 -1.8196 -0.91
C 0.3320 -3.6528 -2.3898 -0.13
P -2.2248 -2.3901 0.0355 1.11
C -2.8929 -4.0503 0.4226 0.48
C -4.1515 -4.2585 0.9795 -0.56
C -4.6214 -5.5536 1.1720 -0.72
C -3.8422 -6.6446 0.8115 -0.60
C -2.5773 -6.4429 0.2725 -0.59
C -2.1028 -5.1521 0.0874 -0.41
C -3.4065 -1.2647 0.8699 0.42
C -3.1795 -1.1006 2.2425 0.07
C -4.0139 -0.2998 3.0088 -0.47
C -5.0811 0.3561 2.4056 -0.70
C -5.3101 0.2043 1.0461 -0.84
C -4.4785 -0.6021 0.2788 -0.99
H -2.2793 -3.1000 -2.2639 0.67
H -3.7582 -2.2773 -1.8510 1.07
H -2.2392 -0.1069 -1.6194 0.42
H -2.6561 -0.5826 -3.2173 0.77
H -2.5471 -1.8069 -4.7578 0.24
H -2.4604 -2.7455 -7.0107 0.42
H -0.2909 -3.0958 -8.1428 0.41
H 1.8117 -2.4552 -6.9970 0.41
H 1.7403 -1.5032 -4.7283 0.39
H 1.7517 -0.9832 -0.8699 0.27
H 3.0968 -2.7814 0.1658 0.45
H 2.6920 -5.1391 -0.4570 0.44
H 0.9434 -5.6903 -2.1221 0.48
H -0.3968 -3.9156 -3.1480 0.43
H -4.7729 -3.4198 1.2700 0.35
H -5.6037 -5.7074 1.6031 0.45
H -4.2173 -7.6505 0.9540 0.42
H -1.9600 -7.2919 0.0023 0.45
H -1.1081 -4.9977 -0.3154 0.25
H -2.3651 -1.6402 2.7178 0.03
H -3.8314 -0.1873 4.0707 0.54
H -5.7335 0.9873 2.9968 0.40
H -6.1402 0.7176 0.5762 0.45
H -4.6798 -0.7017 -0.7808 0.30
Br -2.3519 2.5670 -0.0322 -0.72
O 1.5260 -0.4110 1.7425 0.04
H 1.9049 -1.2977 1.6947 0.18
H 1.1718 -0.3175 2.6724 0.09
C 6.5413 1.3748 -0.0860 -0.80
N 5.7961 2.6465 -0.5142 0.12
C 5.7408 3.6022 0.6929 -0.72
N 5.1422 2.9628 1.8113 0.22
C 5.8851 1.7510 2.1620 -0.97
N 5.9245 0.7934 1.0532 0.19
C 4.5905 0.2333 0.7679 -1.16
P 3.3080 1.5054 0.2732 1.77
C 4.4048 2.3287 -1.0033 -1.40
C 3.7015 2.7126 1.6395 -1.31
H 7.5648 1.6743 0.1318 0.35
H 6.5267 0.6974 -0.9366 0.39
H 6.3200 3.0986 -1.2629 0.33
H 5.1754 4.4765 0.3785 0.39
H 6.7711 3.8788 0.9081 0.34
H 5.4144 1.2800 3.0219 0.37
H 6.9057 2.0253 2.4290 0.30
H 4.2394 -0.2728 1.6679 0.45
H 4.6748 -0.5178 -0.0219 0.43
H 3.9308 3.2609 -1.3021 0.57
H 4.4880 1.6851 -1.8788 0.37
H 3.2952 2.3258 2.5764 0.37
H 3.1874 3.6521 1.4260 0.41
C -2.6565 4.4406 -3.6242 -1.23
C -1.5577 5.5064 -3.6188 0.85
C -1.5593 6.2872 -2.3065 -1.28
C -0.1731 4.9333 -3.9173 -1.28
N 0.2836 4.0079 -2.8660 1.00
C -0.1373 2.7819 -2.5698 -0.91
N 0.5508 2.3391 -1.5460 0.73
N 1.4335 3.3203 -1.2441 -0.02
N 1.2860 4.3279 -2.0352 -1.07
H -3.6368 4.9179 -3.6751 0.43
H -2.6400 3.8444 -2.7044 0.11
H -2.5734 3.7735 -4.4899 0.34
H -1.7475 6.2001 -4.4417 0.33
H -1.3200 5.6326 -1.4614 0.16
H -2.5483 6.7109 -2.1194 0.42
H -0.8391 7.1093 -2.3266 0.37
H 0.5674 5.7265 -3.9539 0.36
H -0.1614 4.4011 -4.8660 0.43
H -0.9480 2.2761 -3.0680 0.56
```

Calculated total energy ... -166257.93179 eV
Total charge ... +2